Run a
A cluster of 2 separate species, C2H4ClFO2 in total, computed with the ωB97M-V functional and the def2-TZVPD basis.

Geometry as XYZ:
```
10
Properties=species:S:1:pos:R:3
C -0.5230 0.9934 -1.5306
C 0.4862 -1.3708 1.5209
O -0.0189 2.0275 -2.0064
O 1.1269 -0.8037 0.4133
F -1.8976 1.0614 -1.5980
Cl -0.5582 -0.0889 2.2021
H 1.3717 -1.5853 2.3457
H -0.0082 -2.2937 1.5377
H -0.6117 2.7559 -2.4153
H 0.6327 -0.6956 -0.4694
```

**Molar mass**: 114.50 Da
**Frontier orbital gap**: 10.60 eV
**Spin multiplicity**: 1
**E_HOMO**: -10.2204 eV

---

Run b
An isolated molecule of C2H4ClFO2, computed with the ωB97M-V functional and the def2-TZVPD basis.

Geometry as XYZ:
```
10
Properties=species:S:1:pos:R:3
O -1.6943 -0.5369 0.0945
C -0.4177 -0.4035 -0.3869
F 0.2618 -1.6427 -0.2149
C 0.4561 0.8848 0.3778
O 1.5906 1.0488 -0.2307
Cl 0.7459 0.2882 2.0237
H -1.9566 -1.4032 0.3824
H -0.4429 -0.2212 -1.5214
H -0.2345 1.6735 0.3262
H 1.6918 0.3121 -0.8509
```

**Molar mass**: 114.50 Da
**Frontier orbital gap**: 11.01 eV
**Spin multiplicity**: 1
**E_HOMO**: -10.2953 eV
**SMILES string**: O[C@H](F)[C@H](O)Cl

---

Here is how they stack up, most stable first: run b, run a.

---

Run a
A cluster of 2 separate species, C2H2FNO in total, computed with the ωB97M-V functional and the def2-TZVPD basis.

Geometry as XYZ:
```
7
Properties=species:S:1:pos:R:3
C 1.6760 1.7090 0.3882
C -0.6202 -0.9772 -0.1060
N -1.4162 0.0037 -0.1699
O 2.1037 1.0390 -0.4460
F -1.0748 1.0066 0.7503
H 0.2875 -1.0403 0.3598
H -0.9560 -1.7407 -0.7765
```

**Molar mass**: 75.04 Da
**Frontier orbital gap**: 12.46 eV
**Spin multiplicity**: 1
**E_HOMO**: -11.5478 eV

---

Run b
A cluster of 3 separate species, C2H2FNO in total, computed with the ωB97M-V functional and the def2-TZVPD basis.

Geometry as XYZ:
```
7
Properties=species:S:1:pos:R:3
C -0.2753 0.9747 -0.1698
C 0.9599 -2.3582 0.1610
N -0.6852 0.0585 0.3858
O 1.5058 -2.2187 -0.7835
F 1.9098 -0.4854 -1.2560
H 0.0168 1.8203 -0.9063
H 0.4468 -1.8355 0.9091
```

**Molar mass**: 75.04 Da
**Frontier orbital gap (spin up / spin down)**: 8.99 / 8.32 eV
**Spin multiplicity**: 1
**E_HOMO (spin up / spin down)**: -9.9317 / -9.3576 eV

---

Here is how they stack up, most stable first: run a, run b.

---

Run a
An isolated molecule of C4H10ClN, computed with the ωB97M-V functional and the def2-TZVPD basis.

Geometry as XYZ:
```
16
Properties=species:S:1:pos:R:3
C 0.4007 -0.3464 1.9736
C 0.4861 -0.6951 0.3749
C 0.0894 0.4478 -0.4765
C 0.2304 0.2243 -1.9564
N -1.5121 0.8910 -0.3259
Cl 1.0803 1.9644 -0.0349
H 0.9709 0.5396 1.9931
H 0.9266 -1.1041 2.5256
H -0.6438 -0.2853 2.1545
H -0.0508 -1.5072 0.0502
H 1.5912 -0.9718 -0.0067
H 0.3291 1.2359 -2.4577
H 1.1801 -0.4872 -2.2409
H -0.6933 -0.2563 -2.2594
H -1.5732 1.3278 0.5095
H -1.5567 1.6542 -1.0877
```

**Molar mass**: 107.58 Da
**Frontier orbital gap**: 10.83 eV
**Spin multiplicity**: 1
**E_HOMO**: -9.8876 eV
**SMILES string**: CC[C@@](C)(N)Cl

---

Run b
A structure of composition C4H10ClN, computed with the ωB97M-V functional and the def2-TZVPD basis.

Geometry as XYZ:
```
16
Properties=species:S:1:pos:R:3
C 0.9657 -1.5252 0.0788
C -1.7241 0.3014 -0.1706
C 0.8370 -0.1823 -0.7411
C -0.2014 0.6054 -0.0428
N 0.2747 0.8993 1.2407
Cl -0.0070 2.3344 -1.4493
H 1.5217 -2.2485 -0.4846
H -0.0876 -1.7056 0.2594
H 1.4361 -1.4523 1.0921
H -1.8783 -0.6729 0.2789
H -2.2575 1.0413 0.3961
H -2.0364 0.4717 -1.1592
H 0.4254 -0.4662 -1.6235
H 1.7397 0.2847 -0.9180
H 1.3093 0.9493 1.4107
H -0.3174 1.3657 1.8324
```

**Molar mass**: 107.58 Da
**Frontier orbital gap**: 10.15 eV
**Spin multiplicity**: 1
**E_HOMO**: -9.3646 eV

---

Here is how they stack up, most stable first: run b, run a.

---

Run a
An isolated molecule of C4H4O, computed with the ωB97M-V functional and the def2-TZVPD basis.

Geometry as XYZ:
```
9
Properties=species:S:1:pos:R:3
C -0.6462 -0.1084 -1.4183
C 0.1940 -1.2114 -1.8982
C 0.7731 -0.5912 0.3215
C -0.3444 0.2748 -0.1573
O 1.1448 -1.4634 -0.6900
H -1.4312 0.3143 -1.9295
H 1.7403 -0.0391 0.8418
H 0.3390 -1.2016 1.2912
H -0.7478 0.9042 0.5105
```

**Molar mass**: 68.08 Da
**Frontier orbital gap**: 8.69 eV
**Spin multiplicity**: 1
**E_HOMO**: -9.3120 eV

---

Run b
A cluster of 2 separate species, C4H4O in total, computed with the ωB97M-V functional and the def2-TZVPD basis.

Geometry as XYZ:
```
9
Properties=species:S:1:pos:R:3
C 2.3625 -0.0467 0.3127
C 1.1040 0.0835 0.0929
C -0.0987 -0.8563 -0.5821
C -0.2589 0.4333 -0.0603
O -1.0678 1.4563 -0.1377
H 0.1532 -0.9558 -1.7039
H -0.2586 -1.7074 0.0581
H -1.1992 -0.7770 2.2135
H -0.7365 2.3701 -0.1930
```

**Molar mass**: 68.08 Da
**Frontier orbital gap (spin up / spin down)**: 9.89 / 6.92 eV
**Spin multiplicity**: 1
**E_HOMO (spin up / spin down)**: -10.3287 / -7.6155 eV

---

Here is how they stack up, most stable first: run a, run b.

---

Run a
An isolated molecule of C4H4O, computed with the ωB97M-V functional and the def2-TZVPD basis.

Geometry as XYZ:
```
9
Properties=species:S:1:pos:R:3
C -0.8039 -0.1400 -0.4935
C 0.3626 0.3265 -0.0995
C 0.7225 -0.0406 1.2652
C -0.2903 -0.6736 1.7539
O -1.1484 -1.2722 2.3069
H -1.3891 -0.0270 -1.3791
H -1.3273 -0.7810 0.1760
H 1.2584 0.8705 -0.7247
H 1.6848 0.0085 1.7326
```

**Molar mass**: 68.08 Da
**Frontier orbital gap**: 9.22 eV
**Spin multiplicity**: 1
**E_HOMO**: -8.4465 eV
**SMILES string**: C=CC=C=O

---

Run b
An isolated molecule of C4H4O, computed with the ωB97M-V functional and the def2-TZVPD basis.

Geometry as XYZ:
```
9
Properties=species:S:1:pos:R:3
C 1.1796 0.3775 1.3520
C 0.3525 0.2724 0.1959
C -1.0934 -0.4834 -0.4508
C -1.1493 -0.7242 -1.7344
O -1.2178 -0.8263 -2.8942
H 2.0236 1.1875 1.3812
H 0.8840 0.0452 2.2948
H 0.5934 1.1113 -0.4230
H -1.5726 -0.9600 0.2785
```

**Molar mass**: 68.08 Da
**Frontier orbital gap**: 9.49 eV
**Spin multiplicity**: 1
**E_HOMO**: -9.0523 eV
**SMILES string**: C=CC=C=O

---

Here is how they stack up, most stable first: run a, run b.

---

Run a
An isolated molecule of CHFOS2, computed with the ωB97M-V functional and the def2-TZVPD basis.

Geometry as XYZ:
```
6
Properties=species:S:1:pos:R:3
F -1.3624 1.8660 0.1693
C -2.2699 0.8491 0.1216
S -3.7306 1.1231 -0.3588
O -1.7551 -0.3257 0.4637
S -0.1735 -0.6392 0.9761
H 0.1963 0.2103 -0.0910
```

**Molar mass**: 112.15 Da
**Frontier orbital gap**: 9.31 eV
**Spin multiplicity**: 1
**E_HOMO**: -9.6691 eV
**SMILES string**: FC(=S)OS

---

Run b
An isolated molecule of CHFOS2, computed with the ωB97M-V functional and the def2-TZVPD basis.

Geometry as XYZ:
```
6
Properties=species:S:1:pos:R:3
F -3.0200 1.5757 -0.2291
C -3.0986 0.2898 -0.1383
S -4.2810 -0.7378 -0.0873
O -1.5198 -0.3102 -0.1314
S -0.3050 0.7974 0.0066
H 0.6045 -0.1787 0.1788
```

**Molar mass**: 112.15 Da
**Frontier orbital gap (spin up / spin down)**: 8.36 / 8.36 eV
**Spin multiplicity**: 1
**E_HOMO (spin up / spin down)**: -8.7469 / -8.7472 eV
**SMILES string**: FC(=S)OS

---

Here is how they stack up, most stable first: run a, run b.